Arrangement a

DFT (ωB97M-V/def2-TZVPD) results for 2 unconnected molecules or ions with the total composition C6H15NO.

```
23
C6H15NO (ωB97M-V/def2-TZVPD)
C -0.25 0.81 2.63
N -0.57 -0.49 2.35
H -0.17 1.78 0.74
H -1.72 1.87 1.29
H -1.86 0.15 -1.45
C -1.16 -0.71 -1.42
H 1.91 0.98 -1.64
H -1.43 -1.58 -0.85
H 0.47 1.19 -2.72
H 0.02 -1.20 2.78
C 0.26 -0.30 -1.10
H 1.65 -1.93 -1.58
H 1.65 -1.28 0.23
H 0.46 -2.33 -0.39
H 1.53 -0.24 -2.80
H -0.34 2.75 2.20
C 1.10 -1.51 -0.70
H -1.12 -1.10 -2.45
C -0.73 1.87 1.72
O 0.58 1.11 3.47
H 0.15 0.40 -0.23
H -1.50 -0.75 2.08
C 1.06 0.53 -2.15
```

Computed properties:
**SMILES**: CC(N)=O.CC(C)C
**Charge**: 0
**HOMO energy**: -9.89 eV

---

Arrangement b

DFT (ωB97M-V/def2-TZVPD) results for 2 unconnected molecules or ions with the total composition C6H15NO.

```
23
C6H15NO (ωB97M-V/def2-TZVPD)
H 1.88 0.76 3.40
H -0.39 -2.08 -2.58
H 0.34 1.59 -2.39
C 1.59 0.61 1.38
C 1.06 1.22 0.11
H 0.52 2.13 0.31
H 0.42 -0.56 -1.12
H 1.90 1.32 -0.58
H 1.78 -0.46 1.40
C 0.02 0.33 -0.64
H -1.28 0.83 0.91
O -0.89 -2.73 -2.09
H -0.93 0.49 -2.61
H -1.35 1.78 -1.71
C -1.10 -1.23 0.88
H -1.20 -2.37 -1.25
C 1.49 1.27 2.52
C -0.48 1.13 -1.83
H -1.28 -2.05 0.20
H 1.00 2.23 2.62
H -2.00 -1.34 1.50
N -1.11 0.08 0.27
H -0.27 -1.53 1.53
```

Computed properties:
**SMILES**: C=CC[C@H](C)NC.O
**Charge**: 0
**HOMO energy**: -8.80 eV

---

Arrangement c

DFT (ωB97M-V/def2-TZVPD) results for 2 unconnected molecules or ions with the total composition C6H15NO.

```
23
C6H15NO (ωB97M-V/def2-TZVPD)
C 0.43 0.37 -2.18
H -1.22 -2.26 -1.10
C 0.69 1.13 -0.89
H 1.22 -0.36 -2.41
H 1.29 2.21 1.33
H 0.47 2.74 2.55
H -3.00 -2.13 -0.82
C -2.01 -1.90 -0.46
C 0.76 -0.96 0.56
H 1.39 1.96 -1.04
O 0.86 2.99 1.71
C -0.59 -0.74 1.27
H -0.52 -0.88 2.34
H 0.45 1.04 -3.03
H 0.67 -1.60 -0.32
N 1.33 0.33 0.17
H -2.68 -1.28 1.44
C -1.85 -1.38 0.75
H 2.34 0.31 0.10
H -0.20 1.60 -0.47
H -0.47 -0.24 -2.14
H -0.78 0.34 1.26
H 1.42 -1.29 1.35
```

Computed properties:
**SMILES**: C=CCCNCC.O
**Charge**: 0
**HOMO energy**: -8.88 eV

---

Quick one: most stable of them? arrangement a